Computed, not measured: C4H8N2O as an isolated structure in a non-equilibrium geometry, with ωB97M-V with the def2-TZVPD basis set.

Last column: natural (NBO) charge in e.
Atoms and positions in Å:
C1 0.2657 -1.7933 0.0458  -0.430
C2 -2.0910 0.1408 -0.0506  -0.685
N1 0.3541 -0.3547 0.0217  -0.353
C3 -0.6269 0.5165 -0.0855  0.626
C4 2.2552 1.5549 0.1775  -0.161
N2 1.6745 0.8304 -0.6715  -0.104
O1 -0.3105 1.6837 -0.4490  -0.627
H1 0.1766 -2.2117 -0.9628  0.195
H2 1.1791 -2.1845 0.5001  0.215
H3 -0.5747 -2.1547 0.6491  0.215
H4 -2.2638 -0.8274 0.4156  0.205
H5 -2.6421 0.9133 0.4849  0.243
H6 -2.4697 0.0977 -1.0747  0.244
H7 1.7887 1.9569 1.0764  0.204
H8 3.2849 1.8322 -0.0768  0.214

Properties
E_LUMO (alpha / beta) = -0.15 / -0.14 eV
2S+1 = 1
Gap between HOMO and LUMO (alpha / beta) = 8.802 / 8.804 eV
Relative energy (zero: lowest compared OMol25 entry of this formula, charge and spin) = 5.103 eV